Record 1
{
  "formula": "C2H42O21",
  "method": "wB97M-V/def2-TZVPD",
  "species": ["O", "O", "O", "O", "O", "O", "O", "O", "O", "O", "O", "O", "O", "O", "O", "O", "O", "O", "O", "O", "O", "C", "C", "H", "H", "H", "H", "H", "H", "H", "H", "H", "H", "H", "H", "H", "H", "H", "H", "H", "H", "H", "H", "H", "H", "H", "H", "H", "H", "H", "H", "H", "H", "H", "H", "H", "H", "H", "H", "H", "H", "H", "H", "H", "H"],
  "coordinates": [[2.3560, -3.1931, 1.0901], [-3.7517, 0.8613, 0.3690], [0.2171, 4.0392, 1.6902], [4.4201, 0.1583, -0.6554], [-2.8354, -0.9967, 2.6006], [-1.5123, 1.8786, 2.7525], [1.4176, 0.8448, 2.7730], [-0.3495, -1.9597, -2.9139], [0.0810, 1.5401, 0.6712], [-2.9036, -1.7083, 0.1336], [3.5595, -0.5818, 1.9855], [0.1601, -1.8226, -0.3453], [-0.1532, -4.6840, -0.4847], [-2.0124, 2.8275, -0.1994], [-2.2698, 1.9726, -2.7985], [-0.6473, -2.5419, 2.1721], [2.7120, -2.2422, -1.9167], [-3.1567, -0.6366, -2.6919], [3.0498, 0.8448, -2.9109], [2.7625, 1.7847, 0.4168], [0.6549, 2.4724, -1.8266], [0.7835, -0.5850, 0.0433], [-0.4063, 0.3503, 0.1174], [-0.8258, 0.5970, -0.7992], [-0.3205, -2.0693, 1.4031], [-3.3685, -1.0370, -1.8582], [-1.1431, 0.0827, 0.8457], [-1.9681, -1.6107, -0.0372], [-1.1678, 2.3335, 0.0103], [-1.0103, 2.4497, 3.2898], [-3.2604, 0.0364, 0.1863], [3.6507, 0.7312, -0.5925], [2.4161, -2.0554, -2.7966], [0.6803, 1.0806, 2.1400], [2.2599, 0.3373, -3.1080], [3.2637, 1.2822, -3.7644], [-3.1745, 2.3594, -2.5910], [1.7135, 1.6877, 3.1039], [-1.4768, -2.0459, 2.3917], [-2.8511, 0.2585, -2.4876], [-2.3672, -0.2614, 2.2171], [-3.5253, -1.2446, 2.0446], [-1.1349, 1.8136, 1.8853], [-0.0424, -4.9884, 0.4266], [1.9053, -2.0540, -1.3785], [3.1180, -1.2081, 1.4600], [0.2805, 1.8434, -2.4342], [-0.2158, -3.7351, -0.2736], [-0.3309, 3.9631, 2.5177], [0.1882, 3.1815, 1.3004], [2.6537, 2.5640, -0.1573], [1.8125, 1.5980, 0.5450], [-1.3006, -2.0086, -2.7223], [0.3315, 2.0600, -1.0067], [-3.1585, -2.4664, -0.3615], [-1.7010, 2.3574, -2.1461], [1.4117, -0.2491, -0.7575], [-3.1479, 1.5451, 0.1902], [1.6569, -2.6208, 0.7427], [1.8492, -3.7047, 1.7043], [3.9947, -0.7081, -0.6486], [0.0427, -1.7552, -2.0272], [2.8461, 0.1182, 2.1425], [1.3210, -0.7317, 1.0093], [-2.0810, 3.6515, 0.3197]],
  "forces_ev_per_angstrom": [[0.35, 0.35, -0.31], [-1.32, -2.14, 0.29], [-0.75, 1.91, 2.18], [0.69, -0.82, -0.47], [1.39, 0.10, 2.92], [-2.58, -0.98, 0.88], [-0.96, -0.07, 0.39], [-0.05, 0.21, -0.34], [-0.26, 2.03, -0.26], [-0.80, 0.44, -0.09], [-0.13, 2.31, 1.67], [0.90, 0.02, 0.17], [-0.31, 0.01, 0.85], [-0.55, 0.71, -0.27], [-2.41, 0.23, -0.82], [-0.76, 0.00, 0.97], [-0.39, 0.19, 1.09], [-0.17, -0.24, -0.76], [0.30, 0.62, -1.35], [-0.59, 1.53, -0.34], [-0.52, 0.06, 0.06], [-2.78, -2.15, -0.31], [2.72, 0.65, 2.86], [-1.10, -0.55, -2.19], [0.29, -0.15, -0.85], [-0.19, -0.03, 0.73], [-0.79, -1.39, -0.03], [1.52, -0.28, -0.11], [-0.02, 0.95, 0.75], [1.07, 0.54, 0.77], [-0.69, 0.41, 0.01], [0.10, 0.37, 0.31], [-0.20, 0.07, -0.83], [0.84, -0.17, 0.25], [-0.22, -0.17, 0.06], [-0.24, -0.38, 0.87], [1.84, -0.69, -0.22], [0.29, 0.48, 0.11], [0.65, -0.64, 0.06], [0.24, 0.12, -0.11], [-0.26, 0.71, -0.08], [-1.49, -0.33, -1.73], [1.09, 0.20, -1.03], [0.01, -0.39, -0.23], [0.48, -0.71, -0.24], [-0.52, -1.62, -0.86], [0.15, -0.28, -1.12], [0.25, 0.43, -0.70], [0.92, 0.22, -1.54], [0.07, -1.53, -0.74], [0.42, -0.26, 0.06], [-0.04, -0.25, 0.26], [0.44, 0.30, -0.25], [0.76, 0.60, 0.74], [-0.24, -1.12, -0.54], [0.43, 0.74, 0.89], [0.93, 0.53, -0.17], [1.29, 1.90, -0.38], [-0.22, -0.12, -0.63], [-0.28, -0.50, 0.80], [0.41, -0.11, -0.19], [-0.55, -0.54, 0.18], [1.36, -1.26, -0.15], [-0.42, 0.77, -0.69], [0.61, -0.84, -0.25]],
  "mulliken_charge": [-0.72, -0.75, -0.67, -0.70, -0.76, -0.74, -0.72, -0.84, -0.40, -0.74, -0.71, 0.50, -0.74, -0.67, -0.78, -0.80, -0.66, -0.69, -0.48, -0.79, -0.77, -0.60, 3.16, 0.59, 0.03, 0.36, -2.81, 0.35, 0.62, 0.33, 0.20, 0.37, 0.34, 0.20, 0.25, 0.25, 0.32, 0.34, 0.55, 0.44, 0.12, 0.35, 0.34, 0.31, 0.23, 0.43, 0.42, 0.12, 0.37, 0.04, 0.32, 0.28, 0.37, -0.11, 0.19, 0.37, -0.20, 0.47, 0.34, 0.34, 0.36, 0.00, 0.46, 0.23, 0.23],
  "charge": -2,
  "lumo_ev": 4.513,
  "orbital_gap_ev": 7.859,
  "total_energy_ev": -45754.4760,
  "homo_energy_ev": -3.346
}

Record 2
{
  "formula": "C5H7N",
  "method": "wB97M-V/def2-TZVPD",
  "species": ["N", "C", "C", "C", "C", "C", "H", "H", "H", "H", "H", "H", "H"],
  "coordinates": [[0.8927, -0.7272, 0.4806], [0.9952, -0.8323, -1.0185], [0.4006, 0.9427, -0.2009], [-0.3214, -1.0349, -0.3177], [-0.6148, 1.1867, 0.8814], [-0.9538, 0.3349, -0.3284], [-1.6864, 0.6389, -1.0705], [1.5243, -1.7252, -1.3795], [0.9543, 1.6879, -0.7557], [-1.0325, 2.1929, 0.8302], [-0.5206, 0.7779, 1.8821], [1.1876, -1.4591, 1.1326], [-0.8253, -1.9831, -0.1357]],
  "forces_ev_per_angstrom": [[0.08, 0.03, 0.18], [0.18, -0.45, -0.32], [-0.11, 0.47, 0.19], [-0.23, -0.16, 0.06], [-0.03, 0.05, 0.14], [-0.03, -0.04, -0.14], [0.13, -0.04, 0.11], [-0.10, 0.11, 0.05], [-0.05, -0.17, 0.09], [0.07, -0.13, -0.01], [-0.02, 0.06, -0.18], [0.00, 0.11, -0.10], [0.10, 0.15, -0.07]],
  "mulliken_charge": [-0.39, -0.78, 0.10, -0.10, -0.57, -0.27, 0.32, 0.21, 0.38, 0.25, 0.21, 0.22, 0.43],
  "lumo_ev": [0.533, 0.533],
  "orbital_gap_ev": [7.198, 7.199],
  "total_energy_ev": -6780.2190,
  "homo_energy_ev": [-6.665, -6.666]
}

Record 3
{
  "formula": "C4H5NO2",
  "method": "wB97M-V/def2-TZVPD",
  "species": ["O", "O", "N", "C", "C", "C", "C", "H", "H", "H", "H", "H"],
  "coordinates": [[1.0084, 2.2738, 0.0248], [1.8061, 0.2035, -0.3629], [-1.5345, 0.4257, -0.5901], [0.1248, -1.1117, 0.2123], [1.4539, -1.0429, -0.1345], [0.8219, 1.0652, 0.0557], [-0.4042, 0.2022, 0.4058], [-0.4894, -2.0631, 0.1951], [-1.9227, 1.3556, -0.5125], [2.1360, -1.7570, -0.5394], [-0.6758, 0.5679, 1.4093], [-2.3248, -0.1192, -0.1635]],
  "forces_ev_per_angstrom": [[-0.79, -2.80, 0.40], [1.87, 2.92, 0.34], [-0.58, -1.00, 1.54], [1.89, -4.15, 0.00], [-4.19, -1.50, -0.22], [0.40, 2.55, -1.20], [-1.05, 2.98, -0.70], [0.98, 1.37, 0.34], [0.47, 0.60, 0.02], [0.18, -0.57, 0.26], [-0.09, -0.67, 0.02], [0.92, 0.27, -0.79]],
  "mulliken_charge": [-0.56, -0.33, -0.74, -0.53, -0.19, 0.16, 0.73, 0.23, 0.27, 0.42, 0.26, 0.27],
  "smiles": "N[C@H]1C=COC1=O",
  "lumo_ev": 0.519,
  "orbital_gap_ev": 9.795,
  "total_energy_ev": -9812.7448,
  "homo_energy_ev": -9.275
}

Record 4
{
  "formula": "C5H7NO",
  "method": "wB97M-V/def2-TZVPD",
  "species": ["O", "N", "C", "C", "C", "C", "C", "H", "H", "H", "H", "H", "H", "H"],
  "coordinates": [[2.7902, 0.4508, -0.9173], [-0.6775, 0.0510, 1.5988], [1.5771, 0.1718, -0.3705], [-0.7523, 0.7126, 0.2528], [-1.4844, -0.5632, -0.2844], [0.5856, 1.0590, -0.3379], [-1.2801, -0.9827, 1.1390], [0.7584, 2.0736, -0.6853], [-2.5255, -0.4482, -0.6017], [3.3571, -0.3169, -0.8014], [-1.5289, -1.8814, 1.7047], [1.4496, -0.8375, 0.0292], [-0.9297, -1.1212, -1.0441], [-1.4028, 1.5941, 0.2989]],
  "forces_ev_per_angstrom": [[0.15, -0.12, 0.06], [-0.19, -0.31, -0.13], [-0.56, 0.12, 0.01], [0.07, 0.21, -0.14], [-0.08, -0.01, -0.07], [0.13, -0.09, 0.17], [0.14, -0.03, 0.23], [-0.01, -0.15, -0.09], [0.12, 0.04, 0.01], [0.08, 0.11, -0.05], [-0.02, 0.10, -0.04], [0.05, 0.21, -0.07], [-0.08, 0.08, 0.13], [0.19, -0.16, -0.03]],
  "mulliken_charge": [-0.48, -0.59, -0.09, 0.19, -0.64, -0.56, -0.11, 0.30, 0.27, 0.34, 0.36, 0.27, 0.25, 0.47],
  "lumo_ev": 0.770,
  "orbital_gap_ev": 9.514,
  "total_energy_ev": -8833.7463,
  "homo_energy_ev": -8.744
}